156
Properties=species:S:1:pos:R:3:forces:R:3:lowdin_charge:R:1 method="wB97M-V/def2-TZVPD" charge=0 lumo_ev=0.04 total_energy_ha=-4677.7467 smiles="COP(=O)(OC)OC.COP(=O)(OC)OC.COP(=O)(OC)OC.CCOC(=O)OC.CCOC(=O)OC.CCOC(=O)OC.CNC(C)=O.CNC(C)=O.CNC(C)=O.CNC(C)=O.CNC(C)=O" orbital_gap_ev=8.885
C -5.3735 -0.2664 4.7363 -0.581 1.057 -0.340 -0.10
O -4.7456 -1.4797 5.0949 -0.136 0.227 -0.068 -0.18
P -3.1827 -1.6526 5.1528 -0.722 -1.607 0.064 0.33
O -2.8638 -3.0632 5.3717 0.308 0.144 0.406 -0.21
O -2.5844 -1.1257 3.7889 -0.010 1.185 0.836 -0.24
C -2.6935 -2.0261 2.6972 -0.427 -0.163 -0.978 -0.09
O -2.7386 -0.6217 6.2659 0.098 0.087 -0.418 -0.19
C -1.4924 -0.9172 6.8594 1.974 1.029 2.125 -0.13
H -4.6980 0.4250 4.2208 0.099 -0.164 0.077 0.08
H -5.7883 0.2617 5.6072 0.242 -0.366 -0.063 0.10
H -6.2017 -0.4618 4.0442 0.213 -0.226 0.220 0.09
H -2.5559 -3.0351 3.0889 0.091 -0.058 -0.402 0.08
H -1.9473 -1.7195 1.9600 -0.093 -0.221 0.126 0.06
H -3.6931 -1.9150 2.2275 0.469 -0.167 0.271 0.11
H -0.6382 -0.8828 6.1662 -0.497 -0.501 -0.189 0.08
H -1.4838 -1.8134 7.5049 -0.278 0.005 -0.912 0.10
H -1.2065 -0.1179 7.5977 -0.808 -0.293 -0.761 0.10
C 3.1536 -6.8086 2.1498 0.473 0.114 -0.130 -0.07
O 2.0505 -5.9437 2.3529 -0.485 0.822 -0.471 -0.23
P 1.0174 -6.2103 3.5027 -1.350 0.827 0.495 0.32
O 1.5667 -6.5348 4.8007 0.725 -0.217 0.666 -0.20
O 0.0948 -4.8922 3.4762 0.551 -0.622 -0.802 -0.22
C 0.4931 -3.8306 4.3297 -0.688 0.496 1.621 -0.11
O 0.0280 -7.3178 3.0131 0.055 -0.652 0.602 -0.19
C -0.7993 -7.2274 1.8967 0.165 0.590 -1.905 -0.12
H 3.5075 -7.1442 3.1187 0.197 -0.283 0.006 0.09
H 3.9283 -6.2128 1.6526 -0.179 -0.279 0.094 0.10
H 2.8329 -7.6282 1.5115 0.198 -0.182 0.033 0.09
H 1.5659 -3.8128 4.5064 0.101 0.077 -0.206 0.09
H -0.0071 -3.9867 5.3078 0.353 0.063 -0.442 0.10
H 0.1286 -2.8556 3.9770 0.199 -0.438 -0.432 0.07
H -1.7670 -6.7691 2.1104 0.158 0.051 0.213 0.09
H -0.9586 -8.2190 1.4766 -0.022 -0.125 0.268 0.09
H -0.2736 -6.6488 1.1015 -0.530 -0.164 0.332 0.10
C 0.9590 -3.2102 0.6715 -1.948 -0.786 -1.142 -0.05
O 1.3731 -1.8694 0.3953 1.115 -0.427 0.490 -0.21
P 0.5331 -0.6239 0.7589 -3.110 0.274 -1.182 0.38
O -0.8766 -0.5276 0.1839 2.684 -0.377 1.163 -0.26
O 0.5775 -0.5816 2.3487 0.519 -1.097 -0.720 -0.20
C -0.0779 0.5250 2.8832 -1.393 1.295 0.319 -0.13
O 1.4841 0.5222 0.3165 0.751 -0.341 0.418 -0.19
C 1.0026 1.6862 -0.2977 -0.564 0.951 -0.854 -0.08
H 0.3602 -3.4768 -0.2229 0.354 -0.369 0.502 0.07
H 0.2654 -3.3133 1.5207 0.522 0.351 0.004 0.08
H 1.7661 -3.9353 0.7657 0.333 0.642 0.113 0.09
H 0.6184 1.2805 3.2191 0.344 0.152 0.047 0.07
H -0.6809 0.1694 3.7042 -0.130 0.070 0.304 0.06
H -0.7734 1.0100 2.1602 0.406 -0.362 0.381 0.10
H 0.4464 2.3295 0.3903 0.155 -0.088 0.121 0.09
H 0.3311 1.4300 -1.1175 0.054 0.077 -0.059 0.08
H 1.8688 2.2155 -0.6795 0.023 0.092 -0.032 0.08
C 2.0691 1.9736 -4.1094 0.600 -0.989 -0.948 -0.03
C 1.7323 1.3293 -5.4943 -0.076 -0.216 2.339 -0.19
O 0.9533 2.2915 -6.1673 -0.660 0.751 -1.366 0.04
C 0.0830 1.8007 -7.0448 -0.723 0.291 -0.446 -0.60
O -0.1278 0.6497 -7.2963 0.289 -1.051 0.181 0.12
O -0.6141 2.7756 -7.6410 0.941 1.175 0.794 -0.01
C -1.5708 2.3706 -8.5938 0.161 -0.995 -0.640 -0.05
H 1.2144 2.3666 -3.5794 -0.435 0.014 -0.080 0.04
H 2.7956 2.7864 -4.2236 -0.110 -0.164 -0.066 0.08
H 2.5285 1.1800 -3.5128 0.032 0.172 0.080 0.05
H 1.1295 0.4143 -5.4077 0.327 0.232 0.231 0.10
H 2.6436 1.0516 -6.0108 0.080 0.217 -0.388 0.13
H -2.4184 1.9189 -8.0813 -0.035 -0.193 -0.109 0.09
H -1.0995 1.6505 -9.3010 -0.549 0.423 0.459 0.11
H -1.9029 3.2493 -9.1301 0.102 0.247 0.043 0.09
C -2.6196 3.5607 -0.5179 0.078 1.216 -0.065 -0.04
C -1.9612 4.9700 -0.5560 -0.390 -0.898 0.216 -0.19
O -2.1568 5.5612 -1.8718 1.088 -0.823 0.340 0.04
C -1.4624 4.9033 -2.8293 -0.251 0.598 -1.563 -0.59
O -0.6954 3.9829 -2.7696 0.452 -0.509 1.504 0.10
O -1.7364 5.4477 -4.0070 -0.703 1.231 0.462 0.01
C -1.1787 4.8538 -5.1630 0.160 -0.704 -0.436 -0.04
H -2.3223 3.0665 -1.4406 0.150 -0.457 0.384 0.05
H -3.7239 3.5692 -0.5238 0.500 0.269 0.263 0.09
H -2.2178 3.1027 0.3858 -0.221 -0.516 -0.134 0.06
H -0.8931 4.8720 -0.2822 -0.324 0.066 -0.633 0.12
H -2.3724 5.6486 0.2011 -0.248 0.035 -0.580 0.11
H -0.0860 4.7732 -5.1705 -0.207 0.273 0.302 0.10
H -1.5230 5.4575 -5.9931 0.047 0.146 -0.061 0.10
H -1.5737 3.8485 -5.2841 -0.072 -0.096 0.049 0.08
C -0.6342 8.1739 3.2467 -0.998 -1.388 0.444 -0.04
C -0.7138 6.6543 2.9978 -0.198 1.449 -0.835 -0.21
O -1.1532 5.9843 4.1852 0.018 0.155 0.561 0.06
C -1.2307 4.6786 3.9906 -0.351 -0.151 0.110 -0.59
O -0.6845 4.1329 3.0675 -0.248 -1.039 0.084 0.10
O -2.0333 4.1062 4.9143 1.437 1.715 0.247 0.02
C -2.2391 2.7440 4.7749 -1.304 -1.629 -1.003 -0.07
H -1.6514 8.4625 3.4912 -0.070 0.641 -0.182 0.08
H -0.2331 8.6885 2.3819 -0.127 0.054 -0.124 0.08
H -0.0373 8.3870 4.1202 0.394 0.013 0.181 0.07
H 0.2519 6.3424 2.6353 0.256 -0.671 0.194 0.10
H -1.4757 6.3958 2.2398 0.516 0.377 0.056 0.12
H -1.4084 2.0496 4.8765 0.634 0.549 0.104 0.08
H -2.6503 2.6055 3.7670 -0.040 -0.461 0.197 0.10
H -2.9751 2.4303 5.5152 -0.031 0.281 -0.036 0.10
C 2.4348 4.4502 3.2916 0.320 0.560 -1.187 -0.08
N 2.6459 3.1331 3.7589 -1.222 -1.851 1.441 -0.02
C 3.4234 2.1600 3.2430 0.070 1.587 -0.920 -0.50
C 3.3013 0.8428 4.0082 0.176 0.516 -1.912 0.02
O 4.1647 2.4389 2.2860 -0.413 -1.292 0.915 0.01
H 3.3983 4.7331 2.8553 -0.231 0.524 0.167 0.09
H 2.1560 5.0589 4.1636 0.077 0.130 -0.583 0.10
H 1.6757 4.4902 2.4714 0.425 0.087 0.788 0.08
H 1.9695 2.7566 4.4088 0.039 0.447 0.053 0.12
H 4.3322 0.6610 4.2274 0.463 -0.779 0.682 0.08
H 2.9224 0.0981 3.3062 0.241 -0.152 0.010 0.08
H 2.6226 0.8673 4.8473 0.190 0.197 0.388 0.08
C -2.8638 -0.8810 -5.8838 -0.168 -0.696 0.085 -0.09
N -3.2521 0.4568 -5.4907 0.876 -0.091 0.346 0.01
C -2.7743 1.2037 -4.4283 -0.885 0.617 -0.731 -0.51
C -1.5519 0.7834 -3.6672 0.213 -0.955 0.077 0.02
O -3.3574 2.2449 -4.1391 0.236 -0.348 0.081 0.03
H -1.7923 -1.0243 -6.0478 -0.127 0.323 0.094 0.06
H -3.3673 -1.1433 -6.8266 0.205 0.260 0.263 0.09
H -3.2198 -1.6033 -5.1401 0.214 -0.145 -0.059 0.08
H -4.1481 0.7236 -5.8494 -0.173 0.558 0.178 0.13
H -0.9376 1.6364 -3.4432 -0.030 0.633 0.054 0.05
H -0.9011 0.0699 -4.1769 -0.265 -0.142 -0.088 0.06
H -1.8506 0.3475 -2.7009 -0.007 0.053 -0.277 0.10
C -2.5702 -7.1101 -1.9319 0.512 -2.108 -0.869 -0.09
N -2.8575 -5.8242 -1.3632 -1.509 -1.499 0.183 0.00
C -1.9912 -4.8331 -1.2296 0.912 1.699 -0.139 -0.56
C -2.4620 -3.6254 -0.4181 -1.110 -0.479 -0.529 0.01
O -0.8766 -4.8792 -1.7317 0.210 -0.067 0.175 0.02
H -3.5200 -7.5886 -2.2523 0.475 0.464 0.160 0.09
H -2.0977 -7.8857 -1.2479 -0.378 1.237 -0.342 0.09
H -1.9134 -7.0919 -2.8348 -0.488 0.458 0.766 0.10
H -3.8028 -5.7535 -1.0153 0.336 0.414 0.159 0.14
H -1.9115 -2.7167 -0.6635 0.107 -0.222 0.209 0.07
H -2.3810 -3.9185 0.6257 0.262 0.278 0.251 0.07
H -3.5485 -3.4346 -0.5832 0.676 -0.113 0.005 0.09
C 4.9232 1.9585 -1.6854 1.398 0.440 0.299 -0.08
N 5.0147 1.2087 -0.4454 -0.704 -0.261 -0.140 0.01
C 5.7484 0.0718 -0.3578 0.179 0.610 -1.296 -0.58
C 5.7646 -0.6044 0.9757 -0.042 0.288 -0.722 0.01
O 6.3179 -0.3775 -1.3512 -0.170 -0.083 0.525 0.02
H 5.8611 2.5301 -1.6993 -0.231 0.293 -0.613 0.09
H 4.0973 2.6648 -1.6456 -0.133 -0.161 -0.042 0.07
H 4.9195 1.3532 -2.5973 -0.251 -0.135 0.467 0.08
H 4.6859 1.6884 0.3781 -0.026 -0.268 0.318 0.08
H 4.9566 -1.3389 0.8798 0.081 0.082 0.694 0.08
H 5.6407 0.1620 1.7398 -0.255 -0.446 0.318 0.07
H 6.7207 -1.1016 1.0292 0.156 -0.264 0.344 0.08
C 3.4200 -1.4301 -2.1348 0.571 0.272 -0.053 -0.08
N 2.2613 -2.0034 -2.7584 -0.262 -0.199 0.029 0.01
C 2.1471 -2.2597 -4.1087 0.619 0.655 1.580 -0.54
C 0.9498 -3.0735 -4.4628 -0.780 0.048 -0.144 0.01
O 2.9676 -1.8182 -4.9031 -0.513 -0.357 0.147 0.04
H 3.5090 -1.8221 -1.1101 -0.080 0.214 -0.359 0.08
H 3.3639 -0.3319 -2.0900 0.201 -0.321 0.016 0.06
H 4.2945 -1.7467 -2.6950 0.235 0.313 0.018 0.09
H 1.6190 -2.3351 -2.0613 -0.573 -0.386 -0.610 0.10
H 0.1593 -2.4032 -4.7791 -0.186 0.458 -0.160 0.06
H 0.4833 -3.6524 -3.6431 0.690 -0.027 -0.440 0.07
H 1.2003 -3.6202 -5.3594 -0.028 -0.607 -0.004 0.09